Computed, not measured: a molecular structure, C33H34GaN2O6Te, with the ωB97M-V functional and the def2-TZVPD basis.

Each line ends with the Löwdin spin population.
Positions of all 77 atoms, in Å:
Ga 1.136 1.331 0.932  0.018
O 3.564 1.370 0.737  0.003
C 4.381 2.408 0.195  0.000
C 4.485 3.596 1.139  0.000
C 3.120 3.961 1.738  0.000
C 2.089 4.249 0.682  0.000
C 1.919 5.554 0.236  0.000
C 0.991 5.848 -0.744  0.000
C 0.234 4.819 -1.278  0.000
C 0.434 3.546 -0.795  0.000
N 1.342 3.257 0.154  0.000
H 4.063 0.808 1.347  0.000
H 3.903 2.705 -0.740  0.000
H 5.366 2.009 -0.054  0.000
H 4.895 4.445 0.585  0.000
H 5.176 3.375 1.955  0.000
H 3.226 4.851 2.359  0.000
H 2.770 3.166 2.391  0.000
H 2.514 6.338 0.686  0.000
H 0.852 6.867 -1.078  0.000
H -0.510 4.995 -2.040  0.000
H -0.155 2.714 -1.157  0.001
O -2.119 2.272 2.792  0.000
C -1.020 2.026 2.376  0.000
O -0.729 1.689 1.138  0.004
C 0.241 2.117 3.312  0.000
O 0.180 2.548 4.427  0.000
O 1.367 1.676 2.747  0.003
C -5.214 -4.277 -4.337  0.002
C -4.128 -3.495 -3.646  0.011
C -3.766 -2.228 -4.082  0.004
C -2.772 -1.493 -3.444  0.028
C -2.434 -0.123 -3.983  0.006
C -2.138 -2.042 -2.322  0.108
Te -0.841 -0.712 -1.195  0.430
N 1.098 -0.305 0.098  0.196
C 1.827 -1.414 0.039  0.011
O 1.532 -2.390 -0.669  0.075
C 3.070 -1.551 0.892  0.013
C 4.174 -2.205 0.354  0.000
C 5.339 -2.339 1.094  0.001
C 5.401 -1.852 2.394  -0.001
C 4.288 -1.240 2.954  0.001
C 3.126 -1.091 2.206  0.000
C -1.881 -1.064 0.609  0.014
C -1.244 -1.718 1.657  0.004
C -1.906 -1.929 2.854  0.000
C -3.212 -1.484 3.003  0.003
C -3.839 -0.834 1.956  0.000
C -3.192 -0.603 0.742  0.006
C -3.942 0.126 -0.342  0.015
C -2.438 -3.343 -1.905  0.015
C -1.700 -4.031 -0.785  0.006
C -3.441 -4.040 -2.570  -0.001
H -5.704 -3.678 -5.103  0.000
H -5.971 -4.602 -3.622  0.001
H -4.810 -5.171 -4.814  0.001
H -4.266 -1.800 -4.944  0.001
H -2.857 0.004 -4.978  0.000
H -1.356 0.028 -4.056  0.000
H -2.835 0.669 -3.345  0.002
H 4.103 -2.595 -0.652  0.000
H 6.197 -2.837 0.662  0.000
H 6.307 -1.965 2.975  0.000
H 4.315 -0.887 3.977  0.000
H 2.254 -0.643 2.668  0.000
H -0.240 -2.099 1.532  0.000
H -1.402 -2.442 3.663  0.000
H -3.736 -1.630 3.939  0.000
H -4.851 -0.466 2.081  0.000
H -4.645 0.829 0.102  0.001
H -4.496 -0.574 -0.971  0.000
H -3.272 0.695 -0.989  0.010
H -0.697 -3.624 -0.653  0.003
H -1.611 -5.096 -1.004  0.001
H -2.234 -3.930 0.162  0.001
H -3.678 -5.048 -2.244  0.000

<S²>: 0.7551
orbital gap (alpha / beta): 6.71 / 7.43 eV
total charge: 0
HOMO level (alpha / beta): -7.075 / -8.355 eV
2S+1: 2